11
Properties=species:S:1:pos:R:3 method="wB97M-V/def2-TZVPD" orbital_gap_ev="5.903 / 4.384" total_charge=+1 de_lowest_kcal_mol=32.6 lumo_energy_ev="-6.045 / -7.564" molar_mass_g_mol=77.152 total_energy_ev=-14502.689 spin_multiplicity=2
S -2.809 2.184 -2.138
H -3.467 2.192 -0.960
C 2.407 -1.796 1.302
C 2.839 -1.849 2.610
N 1.133 -1.499 0.841
H 3.097 -1.724 0.456
H 3.662 -1.136 2.826
H 2.571 -2.636 3.291
H 0.996 -1.478 -0.156
H 0.687 -0.719 1.317
H -1.754 2.836 -1.584

---

12
Properties=species:S:1:pos:R:3 method="wB97M-V/def2-TZVPD" orbital_gap_ev=9.609 total_charge=0 de_lowest_kcal_mol=25.6 lumo_energy_ev=0.197 molar_mass_g_mol=109.219 total_energy_ev=-25346.938
C 2.436 -0.232 1.697
C 1.235 -0.394 1.178
N 0.855 -0.008 -0.146
H 3.258 0.319 1.265
H 2.576 -0.649 2.693
H 0.462 -0.867 1.781
H 0.202 0.757 -0.183
H 0.620 -0.802 -0.718
S -2.508 -0.547 -2.184
S -3.773 1.100 -2.209
H -2.553 -0.704 -0.863
H -2.810 2.026 -2.311

---

12
Properties=species:S:1:pos:R:3 method="wB97M-V/def2-TZVPD" orbital_gap_ev=8.400 total_charge=0 de_lowest_kcal_mol=62.8 lumo_energy_ev=0.463 molar_mass_g_mol=109.219 total_energy_ev=-25345.326
C -2.104 0.669 -0.713
C -0.752 0.384 -0.099
N -0.319 -0.753 0.245
S 2.435 -0.898 0.874
S 2.442 -0.081 -0.853
H -2.704 0.581 0.231
H -1.972 1.729 -1.138
H -2.593 -0.018 -1.466
H 0.008 1.213 0.020
H 2.508 -0.053 1.866
H -0.821 -1.620 -0.040
H 3.871 -1.151 1.074

---

12
Properties=species:S:1:pos:R:3 method="wB97M-V/def2-TZVPD" orbital_gap_ev=5.571 total_charge=0 de_lowest_kcal_mol=158.0 lumo_energy_ev=-3.536 molar_mass_g_mol=109.219 total_energy_ev=-25341.196
N -0.892 0.688 0.315
C -0.027 -0.219 -0.369
C 1.483 0.021 -0.078
S 2.122 0.586 -2.134
S -2.254 -0.753 2.224
H -1.914 0.545 0.305
H -0.903 0.364 1.324
H -0.185 -1.271 -0.073
H -0.161 -0.207 -1.456
H 1.707 0.475 0.896
H 2.118 -0.859 -0.199
H 1.803 1.210 -0.939

---

12
Properties=species:S:1:pos:R:3 method="wB97M-V/def2-TZVPD" orbital_gap_ev=6.379 total_charge=0 de_lowest_kcal_mol=78.0 lumo_energy_ev=-1.650 molar_mass_g_mol=109.219 total_energy_ev=-25344.666
C -1.230 0.948 1.368
C 1.436 -0.433 -1.802
N 0.005 0.280 1.170
S 0.154 -1.290 1.128
S 0.567 1.073 -1.392
H -1.147 1.952 0.960
H -2.088 0.433 0.916
H -1.405 1.034 2.448
H 2.490 -0.224 -1.969
H 0.990 -0.894 -2.679
H 1.329 -1.114 -0.946
H -1.102 -1.764 0.798

---

11
Properties=species:S:1:pos:R:3 method="wB97M-V/def2-TZVPD" orbital_gap_ev="9.027 / 8.134" total_charge=0 de_lowest_kcal_mol=0.0 lumo_energy_ev="1.043 / -1.981" molar_mass_g_mol=73.171 total_energy_ev=-11550.703 spin_multiplicity=3
C -1.764 -0.470 0.638
C 1.327 -0.181 0.382
N -1.448 0.338 -0.649
Si 0.228 0.623 -1.002
H -2.777 -0.847 0.570
H -1.337 -0.128 1.577
H 0.989 -1.183 0.407
H 2.379 -0.192 0.261
H 1.157 0.367 1.249
H 0.906 1.896 -1.229
H 0.342 -0.224 -2.205